[1]
The following is a DFT calculation (ωB97M-V with the def2-TZVPD basis set) of 3 unconnected molecules or ions with the total composition C3H11NO4 at a distorted geometry.

Each line ends with the Mulliken charge.
Positions of all 19 atoms, in Å:
O (-1.52015, -1.78152, 0.03826)  -0.4817
C (-1.36589, -0.79626, 0.72380)  -0.1530
C (0.01194, -0.16399, 0.94518)  0.3316
C (-0.05931, 1.39088, 0.76934)  -0.3327
O (-1.33664, 1.72755, 0.22149)  -0.5189
N (0.97541, -0.79647, 0.10269)  -0.5291
H (-2.23902, -0.54438, 1.30982)  0.4118
H (0.11683, -0.36419, 2.06026)  0.2255
H (-0.08504, 1.79903, 1.77600)  0.3077
H (0.74243, 1.73681, 0.12408)  0.0732
H (-1.41922, 1.66972, -0.74200)  0.3172
H (1.93251, -0.51328, 0.06661)  0.1547
H (0.64998, -1.14033, -0.80874)  0.2194
H (1.01906, -4.81660, 0.38183)  0.3075
H (0.65152, -3.47869, -0.47010)  0.3452
O (1.22732, -4.24019, -0.35523)  -0.6660
H (0.19309, 3.96372, -2.64466)  0.3030
H (0.63731, 2.99494, -1.51982)  0.2827
O (-0.13212, 3.35324, -1.97881)  -0.5981

## Properties
- net charge = 0
- frontier orbital gap (Eh) = 0.3541
- SMILES = N[C@H](C=O)CO.O.O
- HOMO (eV) = -9.19
- lowest unoccupied orbital energy (eV) = 0.45
- max |F| (eV Å⁻¹) = 2.2

=====

[2]
The following is a DFT calculation (ωB97M-V with the def2-TZVPD basis set) of 2 unconnected molecules or ions with the total composition C3H11NOS at a distorted geometry.

Each line ends with the Mulliken charge.
Positions of all 17 atoms, in Å:
C (-0.65140, -0.39571, -0.07777)  -0.3804
C (0.84456, -0.45655, 0.26132)  -0.6925
C (1.70328, -0.74712, -0.97957)  -0.4551
S (3.43458, -1.04593, -0.56542)  -0.2509
N (-1.41485, -0.21333, 1.13592)  -0.3815
H (-0.94235, -1.25014, -0.69536)  0.3429
H (-0.78082, 0.46122, -0.70624)  0.0533
H (1.07997, 0.53069, 0.66631)  0.3271
H (1.03404, -1.20528, 1.03145)  0.3845
H (1.58056, 0.12904, -1.62219)  0.3376
H (1.31308, -1.62340, -1.48802)  0.3134
H (3.45807, -0.41466, 0.61209)  0.1108
H (-1.83231, -0.90720, 1.71680)  0.1539
H (-1.58415, 0.74959, 1.35191)  0.1618
H (-3.04027, 1.97670, 0.26388)  0.3236
H (-1.71701, 1.94221, -0.56818)  0.3086
O (-2.48496, 2.46988, -0.33693)  -0.6570

## Properties
- net charge = 0
- frontier orbital gap (Eh) = 0.3599
- SMILES = NCCCS.O
- HOMO (eV) = -8.97
- lowest unoccupied orbital energy (eV) = 0.82
- max |F| (eV Å⁻¹) = 1.5

=====

[3]
The following is a DFT calculation (ωB97M-V with the def2-TZVPD basis set) of 2 unconnected molecules or ions with the total composition C3H11NOS2 at a distorted geometry.

Each line ends with the Mulliken charge.
Positions of all 18 atoms, in Å:
S (-2.20122, 0.86965, -0.09938)  -0.5820
S (-1.09010, -1.01489, 0.39171)  -0.3751
C (-0.25747, -1.23370, -1.15744)  -0.9415
C (1.03124, -0.38790, -1.27621)  -0.3154
N (1.93376, -0.75176, -0.18191)  -0.3106
C (3.12923, 0.04260, -0.17984)  -0.8037
H (-2.93397, 0.66260, 0.99676)  0.0461
H (-0.03562, -2.28382, -1.28601)  0.2858
H (-1.00733, -1.01010, -1.92752)  0.3900
H (0.72217, 0.67021, -1.16970)  0.1855
H (1.48891, -0.55568, -2.24326)  0.3761
H (1.32458, -0.83522, 0.62848)  0.2447
H (3.50778, 0.03223, -1.22902)  0.2831
H (3.91925, -0.36621, 0.44422)  0.3248
H (3.05835, 1.11827, 0.09011)  0.2224
H (1.28083, 2.56948, 1.97084)  0.2782
H (0.23410, 1.91767, 1.03513)  0.2988
O (0.56521, 1.92464, 1.95209)  -0.6072

## Properties
- net charge = -1
- multiplicity = 2
- frontier orbital gap (spin up / spin down) (Eh) = 0.1473 / 0.2400
- HOMO (spin up / spin down) (eV) = -0.44 / -2.98
- lowest unoccupied orbital energy (spin up / spin down) (eV) = 3.57 / 3.55
- max |F| (eV Å⁻¹) = 3.5

=====

[4]
The following is a DFT calculation (ωB97M-V with the def2-TZVPD basis set) of 2 unconnected molecules or ions with the total composition C3H11NOS2 at a distorted geometry.

Each line ends with the Mulliken charge.
Positions of all 18 atoms, in Å:
S (3.29314, -0.67752, -1.35098)  -0.2206
S (2.22516, -0.91610, 0.41141)  -0.0508
C (0.50036, -0.48876, -0.20600)  -0.4054
C (-0.34665, 0.49930, 0.67846)  -0.6514
C (0.06376, 1.98189, 0.56262)  -0.4672
N (-1.22778, 2.81410, 0.49289)  -0.6392
H (2.98844, -1.86079, -1.89435)  0.1686
H (-0.16392, -1.31512, -0.46265)  0.0151
H (0.71890, -0.01934, -1.18160)  0.3810
H (-0.36558, 0.16403, 1.69954)  0.3966
H (-1.44424, 0.51618, 0.47374)  0.3836
H (0.55771, 2.07225, -0.35530)  0.4031
H (0.79190, 2.26755, 1.34147)  0.2466
H (-1.19194, 3.73772, -0.00973)  0.2288
H (-1.47362, 3.04950, 1.49900)  0.2173
H (-2.22685, -4.39171, -0.23920)  0.3131
H (-1.11960, -3.31787, -0.55503)  0.3381
O (-1.57920, -4.11532, -0.90427)  -0.6576

## Properties
- net charge = 0
- frontier orbital gap (Eh) = 0.3530
- SMILES = NCCCSS.O
- HOMO (eV) = -9.19
- lowest unoccupied orbital energy (eV) = 0.42
- max |F| (eV Å⁻¹) = 2.0

=====

[5]
The following is a DFT calculation (ωB97M-V with the def2-TZVPD basis set) of 2 unconnected molecules or ions with the total composition C3H11NOS2 at a distorted geometry.

Each line ends with the Mulliken charge.
Positions of all 18 atoms, in Å:
S (0.11351, -1.89483, 2.03008)  -0.2322
S (1.20663, -0.99521, 0.60877)  -0.0836
C (-0.22826, -0.14920, -0.18064)  -0.4928
C (0.28125, 0.77714, -1.39069)  -0.6401
C (0.13844, 0.11460, -2.68354)  -0.2155
N (-0.29469, 1.05487, -3.74640)  -0.6754
H (0.52740, -1.10082, 3.02121)  0.1525
H (-0.82141, 0.47479, 0.45598)  0.2620
H (-0.86738, -0.98664, -0.53093)  0.3841
H (1.35016, 0.95721, -1.14520)  0.2431
H (-0.25904, 1.73388, -1.48880)  0.3645
H (-0.69560, -0.57351, -2.46311)  0.2286
H (1.03376, -0.53651, -2.99980)  0.2358
H (-0.18118, 0.63594, -4.71543)  0.2520
H (0.34762, 1.83290, -3.74943)  0.2186
H (-2.09189, 2.33617, 2.09824)  0.3206
H (-1.52153, 3.43961, 3.03411)  0.3265
O (-2.12863, 3.27352, 2.25194)  -0.6487

## Properties
- net charge = 0
- frontier orbital gap (Eh) = 0.3497
- SMILES = NCCCSS.O
- HOMO (eV) = -9.07
- lowest unoccupied orbital energy (eV) = 0.44
- max |F| (eV Å⁻¹) = 3.1

=====

[6]
The following is a DFT calculation (ωB97M-V with the def2-TZVPD basis set) of 2 unconnected molecules or ions with the total composition C3H11O at a distorted geometry.

Each line ends with the Mulliken charge.
Positions of all 15 atoms, in Å:
O (-1.84966, -0.07911, -1.64972)  -0.3046
H (-1.41492, 0.13537, -2.41892)  0.4025
H (-2.76470, 0.03551, -1.90165)  0.4189
H (-1.42172, 0.22508, -0.80435)  0.4397
C (1.28285, -1.17652, 0.26869)  -0.9069
C (0.18735, -0.27795, 1.00750)  -0.6787
C (0.48861, 1.21694, 0.59511)  -1.0243
H (1.16898, -0.87978, -0.81371)  0.2098
H (2.20520, -0.77897, 0.51649)  0.3769
H (1.09203, -2.23879, 0.43001)  0.3237
H (-0.82464, -0.69307, 0.98541)  0.4232
H (0.14508, -0.34482, 2.10546)  0.3356
H (0.27327, 1.70107, -0.42159)  0.3673
H (1.52770, 1.25318, 0.71020)  0.3337
H (-0.09542, 1.90184, 1.39108)  0.2832

## Properties
- net charge = +1
- frontier orbital gap (Eh) = 0.3745
- HOMO (eV) = -15.12
- lowest unoccupied orbital energy (eV) = -4.93
- max |F| (eV Å⁻¹) = 4.3

=====

[7]
The following is a DFT calculation (ωB97M-V with the def2-TZVPD basis set) of a molecular structure, C3H11O2PSi at a distorted geometry.

Each line ends with the Mulliken charge.
Positions of all 18 atoms, in Å:
C (0.56714, 1.41459, -1.97072)  -0.6318
C (-2.22799, 0.38794, 1.32219)  -0.5547
C (0.68913, -1.76473, -0.82222)  -1.1202
O (0.83797, 1.48916, -0.62087)  -0.5865
O (-1.45782, -0.34526, 0.40223)  -0.2032
Si (0.21332, -0.44811, 0.42236)  0.7032
P (0.94950, 0.22901, 2.31683)  -0.2267
H (1.30870, 0.77225, -2.59717)  0.2070
H (0.43519, 2.48731, -2.33875)  0.2658
H (-0.34711, 0.91799, -2.29215)  0.2572
H (-3.13327, -0.20589, 1.71126)  0.2258
H (-2.44120, 1.43853, 0.97601)  0.2395
H (-1.55022, 0.47586, 2.24885)  0.1948
H (1.70366, -1.89968, -1.20120)  0.3930
H (0.58508, -2.79304, -0.50663)  0.3820
H (0.10108, -1.62884, -1.75210)  0.3114
H (2.28238, 0.55804, 2.12486)  0.0989
H (1.48447, -1.08512, 2.57723)  0.0445

## Properties
- net charge = 0
- frontier orbital gap (Eh) = 0.3309
- HOMO (eV) = -8.59
- lowest unoccupied orbital energy (eV) = 0.42
- max |F| (eV Å⁻¹) = 5.3